Molecular formula: C4H8N2S
Method: DFT, the ωB97M-V functional and the def2-TZVPD basis

The calculation puts the frontier orbital gap at 8.23 eV. Its energy above the lowest of the compared OMol25 structures with the same formula, charge and spin is 5.891 eV. The value obtained for the LUMO energy is -0.24 eV. As for the SMILES: C=NN[C@@H](C)C=S. The HOMO energy is -8.5 eV. The spin multiplicity is 1.

Geometry (Å):
C  -0.797  1.782  0.123
C  -0.194  0.337  0.357
C  1.685  -1.938  0.382
C  -1.226  -0.501  -0.619
H  -1.733  1.720  0.630
H  -0.716  2.224  -0.918
H  -0.108  2.474  0.777
H  -0.539  0.065  1.454
H  1.093  0.749  -1.116
H  1.196  -1.782  1.559
H  2.179  -2.965  0.167
H  -1.367  0.121  -1.747
N  1.122  0.284  -0.265
N  1.740  -1.028  -0.702
S  -2.334  -1.542  -0.082

---

Molecular formula: CH5N2O4S2
Method: DFT, the ωB97M-V functional and the def2-TZVPD basis

The total charge is -1. The calculation puts the frontier orbital gap at 7.85 eV. Its energy above the lowest of the compared OMol25 structures with the same formula, charge and spin is 1.715 eV. The value obtained for the LUMO energy is 3.71 eV. The HOMO energy is -4.1 eV. The spin multiplicity is 1.

Geometry (Å):
C  0.699  0.332  1.392
N  1.745  0.707  0.757
N  -0.486  -0.998  -0.802
O  -0.348  -0.205  3.445
O  -0.010  2.852  1.083
O  1.453  -1.867  2.627
O  -1.667  1.052  1.476
S  0.160  -1.201  2.416
S  -0.461  1.493  2.091
H  -0.133  2.472  0.113
H  2.377  0.026  0.415
H  -0.186  -1.787  -0.301
H  -0.984  -0.184  -0.299
H  0.426  -0.651  -0.945

---

Molecular formula: C27H55NO10P
Method: DFT, the ωB97M-V functional and the def2-TZVPD basis

The calculation puts the frontier orbital gap (alpha / beta) at 7.88 / 8.81 eV. The value obtained for the LUMO energy (alpha / beta) is 0.38 / 0.38 eV. The HOMO energy (alpha / beta) is -7.5 / -8.4 eV. The spin multiplicity is 2.

Geometry (Å):
C  1.663  0.680  0.765
C  1.524  1.271  -0.649
C  2.900  1.833  -0.992
C  1.143  0.274  -1.765
C  -0.327  -0.042  -2.060
O  -0.353  -0.426  -3.458
P  -0.985  -1.648  -1.273
O  -0.086  -1.905  0.061
O  -2.449  -1.242  -0.690
C  -1.175  1.222  -1.959
C  -0.940  2.125  -0.741
C  -1.462  1.558  0.573
C  -1.650  3.453  -0.966
N  0.540  2.403  -0.679
O  0.920  3.429  -1.337
H  0.742  0.632  1.328
H  2.340  1.309  1.344
H  2.092  -0.320  0.707
H  3.641  1.053  -0.806
H  3.127  2.689  -0.360
H  2.973  2.144  -2.030
H  1.492  0.712  -2.702
H  1.712  -0.649  -1.622
H  -0.604  -1.358  -3.536
H  -0.300  -1.388  0.853
H  -2.519  -1.248  0.282
H  -0.921  1.818  -2.840
H  -2.237  0.981  -2.030
H  -1.053  0.594  0.842
H  -1.261  2.248  1.389
H  -2.541  1.431  0.502
H  -1.474  3.839  -1.964
H  -1.314  4.190  -0.238
H  -2.722  3.301  -0.831
C  0.266  6.294  -4.957
C  -0.618  5.070  -4.940
O  -1.405  4.875  -4.044
C  -0.471  4.109  -6.091
H  0.070  6.906  -4.080
H  1.315  5.993  -4.969
H  0.086  6.874  -5.865
H  0.557  3.746  -6.152
H  -0.693  4.617  -7.032
H  -1.152  3.272  -5.971
C  -2.892  -4.121  1.058
C  -2.293  -3.261  2.137
O  -2.222  -2.051  2.021
C  -1.737  -3.948  3.347
H  -3.242  -3.510  0.231
H  -2.141  -4.828  0.702
H  -3.717  -4.707  1.467
H  -0.945  -4.641  3.057
H  -2.510  -4.534  3.849
H  -1.321  -3.220  4.037
C  -4.147  1.055  5.003
C  -2.807  0.571  4.500
O  -2.211  1.152  3.626
C  -2.251  -0.667  5.159
H  -4.444  1.950  4.462
H  -4.900  0.275  4.871
H  -4.090  1.269  6.072
H  -2.943  -1.501  5.028
H  -2.144  -0.499  6.233
H  -1.292  -0.921  4.718
C  3.428  -3.425  5.142
C  2.043  -3.170  4.613
O  1.183  -4.022  4.604
C  1.776  -1.783  4.071
H  3.511  -4.447  5.502
H  4.171  -3.259  4.362
H  3.652  -2.728  5.952
H  2.472  -1.561  3.259
H  1.945  -1.037  4.850
H  0.754  -1.709  3.705
C  -5.109  2.165  -5.857
C  -3.821  1.445  -6.176
O  -2.971  1.945  -6.874
C  -3.647  0.076  -5.567
H  -5.120  3.137  -6.343
H  -5.963  1.571  -6.190
H  -5.204  2.292  -4.777
H  -4.455  -0.582  -5.894
H  -3.700  0.144  -4.479
H  -2.684  -0.336  -5.855
C  7.612  -2.275  2.315
C  7.074  -3.632  2.698
O  6.534  -3.825  3.762
C  7.245  -4.735  1.683
H  7.435  -1.564  3.118
H  8.682  -2.342  2.111
H  7.133  -1.927  1.398
H  8.304  -4.876  1.459
H  6.754  -4.461  0.747
H  6.823  -5.660  2.065